Density functional theory data (the ωB97M-V functional and the def2-TZVPD basis) for an isolated molecule of C3H3IO at a distorted geometry.

```
8
Properties=species:S:1:pos:R:3:forces:R:3
C -0.010693 0.131816 0.016905 -4.27 0.01 -2.07
O -0.968623 1.276367 0.002685 -0.80 0.25 0.47
C -2.245227 0.971689 -0.073178 0.77 -0.67 1.26
C -3.347551 0.532484 0.182834 -1.03 -0.23 -0.81
I -5.265271 -0.210998 -0.023119 1.30 0.58 0.17
H 0.776433 0.653934 -0.380313 2.79 0.44 -0.08
H -0.471480 -0.431377 -0.816624 0.86 -0.62 0.51
H -0.024824 -0.447475 0.919720 0.38 0.24 0.56
```
Positions in Å, forces in eV/Å.

Properties
2S+1: 1
LUMO energy, eV: 0.35
SMILES string: COC#CI
HOMO level, eV: -8.855
Total charge: 0

Atomic partial charges in e from the natural (NBO) method, atoms 1 to 6:
1 C -0.234
2 O -0.503
3 C 0.283
4 C -0.396
5 I 0.251
6 H 0.207

=====

Density functional theory data (the ωB97M-V functional and the def2-TZVPD basis) for a structure of composition C23H12BrN4O8Ta.

```
49
Properties=species:S:1:pos:R:3:forces:R:3
Ta -0.384826 -0.077970 -0.484877 0.08 -0.07 -0.02
Br -0.535980 -6.013904 4.045549 0.00 -0.02 0.02
C -0.658328 -4.708670 2.709718 0.00 0.04 -0.01
C -0.715955 -5.090889 1.366745 0.00 0.00 -0.01
C -0.810807 -4.145529 0.358233 0.01 0.00 0.00
C -0.828241 -2.807906 0.694136 -0.02 0.02 -0.06
O -0.957032 -1.859183 -0.273963 -0.02 0.06 0.09
C -0.777904 -2.394169 2.039819 -0.01 0.04 0.04
C -0.929743 -1.030235 2.432319 0.00 -0.01 -0.02
N -0.885562 0.004079 1.637057 -0.02 0.00 -0.04
C -1.302016 1.294410 2.074858 -0.02 0.06 -0.02
C -1.244029 1.810048 3.340469 0.00 -0.02 0.04
C -1.764473 3.095566 3.598542 0.00 -0.01 -0.02
C -2.341256 3.833764 2.602286 0.00 -0.02 0.00
C -2.394210 3.326555 1.281668 -0.02 0.03 -0.01
C -2.979769 4.010375 0.194514 -0.01 0.01 0.01
C -2.985648 3.441186 -1.055034 0.01 -0.03 0.00
C -2.371038 2.206304 -1.247127 -0.02 0.02 0.00
N -1.807471 1.526079 -0.243061 0.04 -0.05 0.04
C -1.842317 2.063186 1.027371 -0.01 -0.02 -0.01
C -0.708919 -3.374007 3.046514 0.00 -0.03 -0.01
H -0.697441 -6.142400 1.113115 0.00 0.00 0.00
H -0.877875 -4.438884 -0.680296 0.00 -0.01 0.00
H -1.155807 -0.851818 3.481823 0.00 -0.01 0.00
H -0.798533 1.248936 4.152231 0.00 0.00 0.00
H -1.708087 3.489089 4.603599 0.00 0.00 0.00
H -2.756513 4.811445 2.807979 0.00 0.00 0.00
H -3.426972 4.983473 0.357427 0.00 0.00 0.00
H -3.435252 3.938611 -1.901817 0.00 0.00 0.00
H -2.322115 1.757968 -2.230516 -0.01 0.01 0.00
H -0.688761 -3.074115 4.086401 0.00 -0.01 0.00
O -0.401496 1.568282 -4.096796 -0.06 -0.05 0.01
C 0.150997 0.935931 -3.273783 0.15 0.08 -0.04
O -0.551588 0.089076 -2.376175 -0.13 0.01 0.02
C 1.618662 0.789127 -2.974064 -0.05 0.00 0.03
C 2.588238 0.396004 -3.882771 0.01 -0.01 0.01
C 3.760388 -0.176675 -3.395741 -0.02 0.01 -0.02
C 3.932656 -0.531738 -2.071571 -0.01 0.00 0.03
C 2.942073 -0.111245 -1.198428 0.01 -0.04 0.03
C 1.899213 0.695468 -1.617674 0.02 0.07 0.00
O 1.042399 1.221429 -0.712208 0.03 -0.08 -0.04
N 2.703302 -0.767664 0.074471 0.01 0.06 -0.02
O 1.471570 -1.040879 0.333069 0.00 -0.01 -0.01
O 3.570829 -1.143062 0.776959 0.01 -0.02 0.01
N 4.803772 -0.590398 -4.367890 0.01 0.00 -0.01
O 5.762635 -1.166576 -3.912125 0.00 0.00 0.01
O 4.599711 -0.312424 -5.524083 -0.01 0.00 -0.01
H 2.432563 0.463679 -4.952208 0.01 0.00 0.00
H 4.766975 -1.149750 -1.764682 0.00 0.00 -0.01
```
Positions in Å, forces in eV/Å.

Properties
2S+1: 1
LUMO energy, eV: -8.30
HOMO level, eV: -14.563
Total charge: +2

Atomic partial charges in e from the natural (NBO) method, atoms 1 to 6:
1 Ta 2.614
2 Br 0.173
3 C -0.117
4 C -0.116
5 C -0.257
6 C 0.412

=====

Density functional theory data (the ωB97M-V functional and the def2-TZVPD basis) for a structure of composition C3H8INOS at a distorted geometry.

```
15
Properties=species:S:1:pos:R:3:forces:R:3
C 0.549769 2.291821 -0.336365 -3.13 -1.21 1.54
C 0.329392 -0.047232 0.278516 0.12 0.91 0.84
C -0.366381 -2.520731 0.307047 1.93 2.11 0.14
N 1.123467 -1.184162 0.193134 -1.88 -4.13 0.99
O 1.104826 0.992829 -0.200162 1.44 1.36 1.04
S -1.784708 -2.006592 -0.695729 1.27 -1.24 -0.18
I 2.118019 -1.362379 -1.529772 0.26 -0.44 -1.09
H 0.310658 2.891787 0.635097 0.53 -1.42 -1.13
H -0.449896 1.933691 -0.763483 0.82 2.05 -0.18
H 1.195681 2.942555 -0.894132 0.12 -0.21 -0.79
H 0.013743 -0.073744 1.328234 0.41 0.98 0.64
H -0.612960 -0.174996 -0.188181 -0.96 0.78 -1.52
H -0.447990 -2.466948 1.428204 -0.45 -0.04 -1.41
H 0.126863 -3.426917 -0.032266 -0.03 0.21 -0.03
H -1.222880 -2.388421 -1.916027 -0.45 0.31 1.13
```
Positions in Å, forces in eV/Å.

Properties
2S+1: 1
LUMO energy, eV: 0.42
HOMO level, eV: -8.330
Total charge: 0

Atomic partial charges in e from the natural (NBO) method, atoms 1 to 6:
1 C -0.245
2 C 0.029
3 C -0.383
4 N -0.609
5 O -0.548
6 S 0.020

=====

total charge of number 3 (C3H8INOS)?
0